No. 1
Density functional theory data (the ωB97M-V functional and the def2-TZVPD basis) for 10 unconnected molecules or ions with the total composition C48H107BrNO13S at a distorted geometry.

Computed properties:
E_tot (a.u.): -5897.154300
Kohn-Sham gap (eV): 8.6

The geometry in ORCA input format:
```
! wB97M-V def2-TZVPD RIJCOSX def2/J DEFGRID3
* xyz 1 1
C 3.82 4.64 -0.17
C 3.45 3.72 -1.51
S 1.93 2.68 -1.06
C 2.29 0.88 -1.12
C 1.02 -0.14 -1.50
C 0.44 0.09 -3.02
C 1.53 0.21 -4.23
C 2.20 1.73 -4.40
C 2.67 -0.93 -4.36
O 1.72 -1.46 -1.43
C 0.88 -2.59 -1.73
C -0.35 -2.64 -0.66
O -1.32 -3.64 -1.22
C -0.92 -5.01 -0.84
C -1.58 -5.53 0.59
C -1.90 -7.14 0.49
O -0.66 -5.30 1.73
N -1.08 -1.32 -0.59
C -2.21 -1.51 0.38
C -3.71 -1.69 -0.35
C -4.90 -0.84 0.40
C -5.29 0.59 -0.31
C -4.93 1.06 -1.83
C -5.32 2.55 -2.48
C -6.12 3.63 -1.53
C -6.53 3.14 -0.02
C -6.15 1.66 0.64
C -0.18 -0.10 -0.32
C 0.39 -0.01 1.19
C 1.53 -1.03 1.69
C 1.23 -1.49 3.27
Br 1.42 0.14 4.48
C -1.24 1.17 -0.58
C -1.72 2.00 0.73
C -0.76 3.33 1.09
O -1.66 4.28 1.79
C -0.85 5.25 2.58
H 3.40 5.74 -0.34
H 4.99 4.68 -0.04
H 3.31 4.20 0.80
H 4.37 3.04 -1.84
H 3.11 4.46 -2.35
H 2.84 0.57 -0.13
H 3.10 0.69 -1.98
H -0.19 1.10 -3.15
H -0.34 -0.74 -3.37
H 0.87 0.11 -5.23
H 1.41 2.55 -4.08
H 3.22 1.84 -3.84
H 2.34 1.90 -5.57
H 2.38 -2.01 -4.01
H 3.63 -0.55 -3.75
H 3.01 -1.01 -5.48
H 1.52 -3.58 -1.54
H 0.49 -2.69 -2.83
H -0.06 -3.10 0.40
H -1.39 -5.74 -1.67
H 0.23 -5.21 -0.85
H -2.58 -4.99 0.84
H -2.88 -7.43 1.06
H -0.99 -7.70 1.01
H -1.96 -7.56 -0.60
H -1.06 -5.82 2.50
H -1.53 -1.20 -1.55
H -2.37 -0.67 1.18
H -2.08 -2.52 1.01
H -4.02 -2.84 -0.26
H -3.70 -1.44 -1.49
H -5.88 -1.52 0.34
H -4.62 -0.75 1.53
H -4.33 0.35 -2.55
H -4.96 2.79 -3.60
H -6.35 4.69 -2.00
H -7.10 3.90 0.66
H -6.49 1.40 1.75
H 0.85 1.09 1.32
H -0.46 -0.10 2.03
H 2.60 -0.49 1.75
H 1.69 -2.02 1.11
H 0.13 -1.93 3.31
H 2.06 -2.26 3.56
H -0.81 1.99 -1.30
H -2.24 0.81 -1.13
H -2.76 2.51 0.42
H -1.97 1.40 1.69
H -0.43 3.87 0.10
H 0.11 3.08 1.82
H -1.61 6.00 3.09
H -0.19 5.90 1.85
H -0.25 4.73 3.43
C 0.43 10.38 0.78
C 0.15 8.90 0.67
O 0.14 8.31 1.97
H 1.40 10.56 1.27
H 0.45 10.85 -0.21
H -0.33 10.88 1.39
H 0.92 8.40 0.08
H -0.82 8.71 0.20
H -0.56 8.75 2.48
C -6.89 -6.13 0.45
C -6.19 -4.87 0.93
O -6.95 -3.73 0.59
H -7.04 -6.09 -0.64
H -6.31 -7.02 0.70
H -7.88 -6.21 0.90
H -5.21 -4.78 0.45
H -6.04 -4.89 2.01
H -7.82 -3.82 1.02
C -0.35 -4.30 6.62
C -1.30 -4.32 5.44
O -1.16 -5.53 4.72
H 0.68 -4.41 6.28
H -0.44 -3.37 7.18
H -0.56 -5.14 7.30
H -1.08 -3.49 4.76
H -2.34 -4.22 5.77
H -1.37 -6.26 5.33
C 6.73 7.77 0.40
C 5.77 8.57 -0.47
O 4.46 8.52 0.08
H 6.40 6.73 0.48
H 7.74 7.79 -0.01
H 6.75 8.17 1.42
H 5.74 8.15 -1.48
H 6.09 9.61 -0.53
H 4.50 8.90 0.98
C -9.35 -9.31 0.45
C -9.65 -8.83 -0.96
O -8.44 -8.41 -1.58
H -8.89 -8.51 1.04
H -10.27 -9.63 0.95
H -8.65 -10.14 0.44
H -10.34 -7.98 -0.94
H -10.10 -9.63 -1.56
H -7.84 -9.17 -1.60
C 7.43 -0.01 -0.60
C 6.03 0.55 -0.76
O 5.41 0.00 -1.91
H 8.03 0.21 -1.48
H 7.92 0.41 0.28
H 7.39 -1.10 -0.49
H 6.07 1.64 -0.88
H 5.41 0.33 0.12
H 5.37 -0.97 -1.78
C 4.77 2.80 5.77
C 4.01 2.80 7.08
O 2.67 2.41 6.86
H 4.30 3.49 5.06
H 5.81 3.11 5.92
H 4.76 1.81 5.31
H 4.01 3.80 7.53
H 4.47 2.10 7.80
H 2.68 1.52 6.48
C -2.20 3.08 -5.67
C -2.48 1.60 -5.77
O -2.50 1.01 -4.48
H -1.24 3.25 -5.18
H -2.19 3.54 -6.66
H -2.96 3.58 -5.06
H -1.71 1.10 -6.37
H -3.45 1.41 -6.25
H -3.19 1.45 -3.96
C 8.85 -4.55 -3.23
C 8.52 -3.16 -2.73
O 7.98 -3.24 -1.41
H 7.95 -5.18 -3.24
H 9.26 -4.51 -4.24
H 9.58 -5.04 -2.57
H 7.77 -2.69 -3.37
H 9.41 -2.53 -2.70
H 8.65 -3.66 -0.85
*
```

Löwdin population analysis, charges in e, atoms 1 to 6: C -0.1773; C -0.4699; S 0.8003; C -0.3758; C -0.2787; C -0.1060



No. 2
Density functional theory data (the ωB97M-V functional and the def2-TZVPD basis) for 4 unconnected molecules or ions with the total composition C48H108NO3P3 at a distorted geometry.

Computed properties:
E_tot (a.u.): -3197.643790
Kohn-Sham gap (eV): 9.7
ΔE to the lowest compared entry with this formula, charge and spin (kcal per mole): 35.6

The geometry in ORCA input format:
```
! wB97M-V def2-TZVPD RIJCOSX def2/J DEFGRID3
* xyz 2 1
C 3.36 9.58 20.59
C 4.58 10.46 20.23
C 5.78 9.60 19.83
C 7.12 10.29 20.05
P 7.59 11.84 19.25
C 7.18 11.62 17.49
C 8.06 10.75 16.61
C 7.71 10.76 15.13
C 6.24 10.63 14.76
C 9.37 12.09 19.18
C 10.28 10.86 19.34
C 11.70 11.07 18.82
C 12.60 9.89 19.19
C 6.55 13.19 19.82
C 7.19 14.53 19.38
C 6.22 15.72 19.54
C 5.34 15.68 18.28
H 2.76 10.09 21.35
H 3.63 8.62 21.03
H 2.71 9.44 19.73
H 4.77 11.14 21.06
H 4.25 11.18 19.48
H 5.67 9.26 18.79
H 5.78 8.63 20.33
H 7.97 9.60 19.96
H 7.23 10.56 21.12
H 7.09 12.66 17.13
H 6.14 11.29 17.40
H 8.07 9.72 16.98
H 9.08 11.13 16.70
H 8.32 10.01 14.62
H 7.99 11.74 14.74
H 6.11 10.60 13.68
H 5.59 11.45 15.06
H 5.77 9.69 15.07
H 9.54 12.77 20.03
H 9.60 12.66 18.27
H 9.90 10.07 18.67
H 10.18 10.42 20.33
H 12.13 11.96 19.31
H 11.61 11.15 17.74
H 12.72 9.75 20.26
H 13.60 10.14 18.82
H 12.29 8.97 18.69
H 6.58 13.19 20.91
H 5.55 12.97 19.45
H 7.71 14.52 18.42
H 8.08 14.72 20.00
H 6.78 16.65 19.39
H 5.61 15.64 20.43
H 5.84 15.82 17.32
H 4.54 16.43 18.31
H 4.83 14.71 18.21
C -0.38 18.15 10.93
C 0.01 18.67 12.29
C 1.39 18.24 12.73
C 1.59 16.79 13.15
P 3.25 16.45 13.90
C 3.83 14.76 13.82
C 3.58 13.99 12.51
C 4.22 12.61 12.36
C 3.33 11.73 11.50
C 4.43 17.44 13.04
C 5.85 17.47 13.70
C 6.54 18.83 13.76
C 5.78 19.96 14.44
C 3.16 17.01 15.64
C 2.75 18.43 15.99
C 3.24 18.82 17.41
C 2.95 20.30 17.67
H -0.24 17.05 10.88
H 0.31 18.41 10.12
H -1.42 18.25 10.66
H -0.77 18.38 13.00
H 0.00 19.76 12.29
H 1.76 18.91 13.52
H 2.13 18.47 11.95
H 1.58 16.10 12.30
H 0.84 16.50 13.88
H 3.36 14.20 14.64
H 4.90 14.89 14.01
H 3.86 14.65 11.67
H 2.50 14.00 12.36
H 4.56 12.13 13.27
H 5.11 12.79 11.75
H 3.72 10.74 11.28
H 3.03 12.18 10.55
H 2.36 11.55 11.99
H 4.11 18.48 13.01
H 4.55 17.17 11.99
H 6.49 16.80 13.13
H 5.68 17.06 14.70
H 6.75 19.08 12.71
H 7.51 18.70 14.23
H 4.82 20.23 14.00
H 6.32 20.91 14.52
H 5.64 19.71 15.49
H 4.05 16.62 16.13
H 2.36 16.33 15.97
H 1.66 18.51 16.06
H 3.17 19.22 15.37
H 4.32 18.64 17.41
H 2.77 18.17 18.16
H 2.44 20.52 18.61
H 2.33 20.72 16.88
H 3.91 20.82 17.73
C 15.39 15.86 13.68
C 15.65 15.98 15.18
C 14.35 16.27 16.02
C 13.70 17.62 15.64
P 11.86 17.55 15.68
C 11.29 16.18 14.66
C 11.61 16.33 13.18
C 11.62 15.00 12.38
C 11.66 15.27 10.87
C 11.19 17.31 17.38
C 11.57 16.02 18.13
C 11.62 16.20 19.65
C 12.29 15.06 20.39
C 11.27 19.12 14.92
C 9.76 19.36 14.90
C 9.35 20.48 13.95
C 9.71 21.88 14.49
H 14.94 16.80 13.36
H 14.84 14.93 13.52
H 16.32 15.84 13.11
H 16.34 16.78 15.46
H 16.03 15.04 15.58
H 14.68 16.21 17.05
H 13.76 15.38 15.77
H 14.05 17.97 14.67
H 13.89 18.34 16.43
H 10.20 16.26 14.75
H 11.62 15.28 15.17
H 12.61 16.77 13.03
H 11.01 17.10 12.69
H 10.72 14.44 12.60
H 12.49 14.43 12.71
H 11.25 14.44 10.31
H 12.68 15.47 10.54
H 11.15 16.18 10.53
H 10.11 17.22 17.20
H 11.34 18.23 17.95
H 12.53 15.65 17.74
H 10.93 15.20 17.80
H 10.58 16.35 19.96
H 12.01 17.21 19.83
H 13.30 14.88 20.02
H 11.67 14.17 20.31
H 12.46 15.29 21.44
H 11.67 19.19 13.90
H 11.83 19.92 15.42
H 9.45 19.57 15.93
H 9.25 18.43 14.65
H 8.28 20.39 13.79
H 9.77 20.20 12.98
H 9.59 21.98 15.56
H 9.31 22.71 13.91
H 10.78 21.97 14.29
N 7.99 14.89 15.82
O 8.19 16.09 16.16
O 8.85 14.02 16.12
O 6.99 14.59 15.14
*
```

Löwdin population analysis, charges in e, atoms 1 to 6: C -0.0880; C -0.2647; C -0.2283; C -0.2677; P 1.0267; C -0.2725



Number 1: LUMO -1.730 eV. Number 2: LUMO -3.241 eV.